# 1
The following is a quantum chemistry calculation of a single C5H8N2 molecule in a non-equilibrium geometry, from the OMol25 dataset.

Bonds (Å) are listed after each position.
Atoms and positions in Å:
1 N -0.3894 -1.2447 -0.8869  C4 1.355, H9 1.011, H11 1.011
2 N -0.0103 0.9357 0.1731  C3 1.575, C4 1.261
3 C -1.5646 1.1590 0.0548  N2 1.575, C5 1.332, H13 1.088
4 C 0.2556 -0.1764 -0.3582  N1 1.355, N2 1.261, C7 1.675
5 C -2.5024 0.4916 0.7259  C3 1.332, H12 1.085, H15 1.087
6 C 2.6937 0.0322 0.6541  C7 1.332, H10 1.087, H14 1.087
7 C 1.9265 -0.2915 -0.3860  C4 1.675, C6 1.332, H8 1.084
8 H 2.3454 -0.7200 -1.2895  C7 1.084
9 H 0.1748 -1.9551 -1.3321  N1 1.011
10 H 3.7650 -0.1492 0.6455  C6 1.087
11 H -1.3580 -1.1011 -1.1379  N1 1.011
12 H -2.2790 -0.4354 1.2429  C5 1.085
13 H -1.8062 2.1036 -0.4280  C3 1.088
14 H 2.2717 0.4896 1.5453  C6 1.087
15 H -3.5229 0.8616 0.7769  C5 1.087

Values from the calculation:
Relative energy (zero: lowest compared OMol25 entry of this formula, charge and spin) (kJ/mol): 247.6
LUMO (eV): 1.01
Gap between HOMO and LUMO (eV): 10.10
HOMO level (eV): -9.094
E_tot (hartree): -304.74117
SMILES: C=C/N=C(\N)C=C

# 2
The following is a quantum chemistry calculation of 2 unconnected molecules or ions with the total composition C3H9NS2 in a non-equilibrium geometry, from the OMol25 dataset.

Bonds (Å) are listed after each position.
Atoms and positions in Å:
1 S 2.6961 -0.3809 0.9142  S2 2.088, H15 1.344
2 S 1.5829 -1.8009 1.9650  S1 2.088, H14 1.344
3 N 0.0779 1.4918 -0.4263  C6 1.370, H9 1.017, H12 1.016
4 C -1.9622 0.4083 0.1197  C6 1.380, H10 1.083, H13 1.082
5 C -0.1834 -0.7590 -1.2304  C6 1.468, H7 1.096, H8 1.093, H11 1.089
6 C -0.7488 0.4049 -0.5375  N3 1.370, C4 1.380, C5 1.468
7 H 0.6735 -1.1670 -0.6824  C5 1.096
8 H 0.1080 -0.5091 -2.2536  C5 1.093
9 H -0.3221 2.2732 0.0872  N3 1.017
10 H -2.4026 1.2530 0.6344  C4 1.083
11 H -0.8527 -1.6162 -1.2928  C5 1.089
12 H 0.5185 1.7785 -1.2953  N3 1.016
13 H -2.6015 -0.4606 0.0318  C4 1.082
14 H 1.7986 -1.3234 3.2023  S2 1.344
15 H 1.6178 0.4074 0.7637  S1 1.344

Values from the calculation:
<S²>: 0.763
Charge: +1
Relative energy (zero: lowest compared OMol25 entry of this formula, charge and spin) (kJ/mol): 61.0
LUMO (spin up / spin down) (eV): -3.98 / -7.90
Gap between HOMO and LUMO (spin up / spin down) (eV): 9.09 / 5.11
HOMO level (spin up / spin down) (eV): -13.062 / -13.004
E_tot (hartree): -970.50685
Spin multiplicity: 2